# 1
A cluster of 8 separate species, C27H72BF4N10O11 in total. Source: the OMol25 dataset; level of theory: ωB97M-V with the def2-TZVPD basis set.

Each line ends with the Mulliken charge.
Atoms and positions in Å:
B 0.927 23.913 12.763  0.452
F 1.313 23.255 11.609  0.022
F 2.059 24.390 13.420  -0.504
F 0.277 25.062 12.239  -0.064
F 0.064 23.219 13.528  0.319
C 0.070 26.759 8.761  0.484
O 1.122 27.331 9.038  -0.613
N -0.346 25.673 9.346  0.028
N -0.604 26.958 7.718  -0.389
H 0.126 25.302 10.158  -0.190
H -1.266 25.355 9.077  0.274
H -1.303 26.266 7.488  0.069
H -0.228 27.520 6.967  0.261
C -0.847 26.730 15.199  0.483
O -1.105 27.263 16.287  -0.826
N 0.097 25.872 15.059  0.000
N -1.751 26.629 14.313  -0.175
H 0.141 25.386 14.175  -0.582
H 0.650 25.624 15.868  0.225
H -2.719 26.908 14.384  0.172
H -1.350 26.227 13.478  0.083
C -3.522 24.284 10.564  0.556
O -2.914 24.266 9.534  -0.664
N -4.830 24.281 10.667  -0.496
N -2.950 24.359 11.697  -0.090
H -5.115 24.771 11.503  0.183
H -5.199 24.422 9.737  0.317
H -1.957 24.253 11.847  -0.265
H -3.483 24.620 12.515  0.149
C 6.104 19.461 9.497  -0.804
O 4.645 19.492 9.505  -0.395
C 4.114 20.819 9.683  -1.228
C 2.595 20.781 9.709  0.629
N 2.015 19.824 8.695  -0.114
C 1.787 20.415 7.414  -1.039
C 0.595 21.426 7.366  -0.519
O -0.605 20.705 7.660  0.037
C -1.698 21.465 7.285  -0.879
H 6.432 20.234 8.802  0.312
H 6.456 18.454 9.277  0.268
H 6.488 19.639 10.501  0.295
H 4.484 21.490 8.908  0.490
H 4.512 21.297 10.578  0.563
H 2.105 21.743 9.558  0.022
H 2.331 20.313 10.658  0.035
H 1.073 19.678 9.027  -0.065
H 1.611 19.788 6.539  0.332
H 2.741 20.883 7.171  0.426
H 0.472 21.853 6.371  0.583
H 0.649 22.382 7.887  0.226
H -1.598 22.459 7.722  0.316
H -2.579 21.112 7.821  0.277
H -1.873 21.397 6.211  0.252
C -3.729 22.358 14.859  -0.109
O -3.112 22.003 16.032  -0.493
C -1.753 22.053 16.009  -0.387
C -0.925 21.002 15.288  0.198
N 0.562 21.076 15.513  -0.232
C 1.260 19.909 15.105  -0.235
C 2.789 20.068 15.049  -0.499
O 3.412 19.520 16.224  -0.450
C 3.561 20.384 17.310  -0.638
H -3.395 21.493 14.286  0.254
H -3.424 23.299 14.402  -0.224
H -4.800 22.525 14.976  0.315
H -1.473 21.996 17.061  0.272
H -1.474 23.019 15.586  0.094
H -0.928 21.231 14.222  -0.420
H -1.356 20.033 15.540  0.542
H 0.857 21.874 14.969  0.104
H 0.828 19.701 14.126  0.045
H 0.882 19.093 15.720  0.466
H 3.123 21.031 14.662  0.406
H 3.190 19.335 14.348  0.261
H 2.598 20.883 17.414  0.240
H 4.337 21.135 17.162  0.249
H 3.758 19.928 18.280  0.264
C 0.694 29.310 12.545  -0.715
O 1.499 28.518 11.759  -0.179
C 2.504 27.916 12.596  -1.237
C 3.189 26.682 12.107  0.838
N 3.666 27.012 10.767  -0.482
C 3.548 25.685 10.029  -0.229
C 4.477 24.614 10.588  0.196
O 5.737 25.091 11.085  -0.471
C 6.807 25.193 10.206  -0.851
H -0.194 29.699 12.048  0.295
H 0.980 30.317 12.849  0.350
H 0.401 28.790 13.457  0.159
H 2.128 27.600 13.570  0.369
H 3.074 28.772 12.956  0.450
H 2.365 25.994 11.920  -0.728
H 3.944 26.277 12.781  0.438
H 4.670 26.993 10.879  0.346
H 3.844 25.806 8.987  0.764
H 2.518 25.331 9.983  -0.556
H 4.573 23.970 9.714  0.227
H 4.039 23.961 11.342  -0.084
H 6.622 24.624 9.295  0.344
H 7.729 24.815 10.647  0.265
H 7.011 26.208 9.865  0.282
C -1.294 13.771 6.399  -0.822
O -0.682 14.561 7.426  -0.282
C -1.536 14.583 8.604  -0.688
C -0.982 15.432 9.795  -0.450
N -0.197 16.590 9.340  -0.170
C -0.961 17.669 8.868  -0.805
C -1.301 18.625 10.054  -0.617
O -0.182 19.188 10.725  -0.288
C -0.453 20.360 11.435  -0.999
H -2.370 13.917 6.313  0.327
H -1.230 12.692 6.544  0.304
H -0.974 14.130 5.421  0.287
H -1.477 13.537 8.906  0.448
H -2.574 14.820 8.371  0.377
H -0.416 14.644 10.291  0.416
H -1.853 15.741 10.374  0.208
H 0.268 17.109 10.070  0.292
H -1.903 17.321 8.444  0.268
H -0.574 18.384 8.141  0.274
H -1.986 18.216 10.797  0.559
H -1.770 19.490 9.585  0.278
H -1.154 20.183 12.251  0.681
H -0.927 21.170 10.881  0.284
H 0.460 20.632 11.963  0.065

The calculation puts the total energy at -78136.6384 eV. The calculation puts the energy above the lowest of the compared OMol25 structures with the same formula, charge and spin at 153.3 kcal per mole. The charge is -1. As for the HOMO energy: -6.1 eV. The calculation puts the LUMO energy at 0.0726 Eh.

# 2
A cluster of 2 separate species, C4H12 in total. Source: the OMol25 dataset; level of theory: ωB97M-V with the def2-TZVPD basis set.

Each line ends with the Mulliken charge.
Atoms and positions in Å:
C 0.594 0.843 1.740  -0.442
C 1.833 0.163 1.353  -0.595
H 0.622 1.925 1.840  0.346
H -0.260 0.577 1.094  0.125
H 0.338 0.411 2.758  0.319
H 2.566 0.025 2.205  0.368
H 2.548 0.754 0.702  0.347
H 1.629 -0.782 0.860  0.305
C -1.484 -1.004 -1.136  -0.804
C -0.916 0.133 -2.029  -0.713
H -1.062 -1.984 -1.372  0.300
H -1.455 -0.916 -0.042  0.249
H -2.570 -1.143 -1.313  0.340
H 0.155 -0.061 -2.092  0.233
H -1.248 1.035 -1.524  0.277
H -1.290 0.024 -3.045  0.346

The calculation puts the total energy at -4330.5241 eV. The calculation puts the energy above the lowest of the compared OMol25 structures with the same formula, charge and spin at 16.3 kcal per mole. The charge is +1. Its spin multiplicity is 2. As for the HOMO energy (spin up / spin down): -15.9 / -15.1 eV. The calculation puts the LUMO energy (spin up / spin down) at -0.1159 / -0.4291 Eh.

# 3
The molecule C5H12N3OP. Source: the OMol25 dataset; level of theory: ωB97M-V with the def2-TZVPD basis set.

Each line ends with the Mulliken charge.
Atoms and positions in Å:
C -1.904 1.485 -0.486  0.360
C -1.754 -1.057 1.029  -0.878
C -0.422 -2.251 -0.574  -0.877
C 1.891 1.195 -1.143  -0.661
C 0.780 1.213 1.024  -0.993
N -2.825 2.143 -0.293  -0.455
N -1.054 -1.019 -0.294  0.049
N 0.663 0.985 -0.420  0.126
O 2.855 0.221 -0.994  -0.517
P -0.676 0.381 -1.204  -0.154
H -2.560 -1.827 1.086  0.418
H -1.044 -1.016 1.861  0.284
H -2.322 -0.047 0.894  0.227
H 0.646 -2.283 -0.300  0.254
H -0.921 -2.924 0.232  0.325
H -0.491 -2.587 -1.589  0.293
H 2.810 -0.053 -0.009  0.364
H 1.601 1.441 -2.129  0.442
H 2.283 2.242 -0.896  0.353
H 1.544 1.894 1.167  0.476
H -0.132 1.658 1.516  0.323
H 1.032 0.206 1.522  0.241

The calculation puts the total energy at -21184.2690 eV. The calculation puts the energy above the lowest of the compared OMol25 structures with the same formula, charge and spin at 0.0 kcal per mole. The structure (SMILES) is CN(C)P(C#N)N(C)CO. As for the HOMO energy: -8.8 eV. The calculation puts the LUMO energy at 0.0206 Eh.

# 4
The molecule C18H22N2O4. Source: the OMol25 dataset; level of theory: ωB97M-V with the def2-TZVPD basis set.

Each line ends with the Mulliken charge.
Atoms and positions in Å:
C 3.310 3.461 -0.820  -1.043
H 3.169 4.388 -0.256  0.399
H 3.466 3.700 -1.871  0.241
H 4.190 2.932 -0.437  0.377
O 2.162 2.652 -0.785  -0.311
C 1.699 2.219 0.432  0.868
C 2.343 2.478 1.634  -0.410
C 1.853 1.969 2.825  -1.108
C 0.709 1.200 2.828  -0.620
C 0.032 0.946 1.643  0.084
C 0.517 1.453 0.435  0.278
O -0.180 1.118 -0.696  -0.020
C -0.331 2.069 -1.728  -1.043
H -1.206 1.743 -2.293  0.264
H 0.540 2.094 -2.386  0.234
H -0.509 3.069 -1.324  0.423
C -1.219 0.109 1.667  -0.637
N -0.937 -1.241 2.151  0.010
C -2.132 -2.045 2.287  -0.816
C -2.788 -2.386 0.926  -0.830
N -1.767 -2.398 -0.105  0.104
C -1.976 -1.681 -1.234  0.557
O -3.083 -1.230 -1.502  -0.743
C -0.868 -1.439 -2.175  0.483
C -1.002 -0.944 -3.449  -0.662
C 0.304 -0.765 -3.948  -0.424
C 1.139 -1.152 -2.944  -0.618
O 0.446 -1.564 -1.877  -0.203
H 2.209 -1.179 -2.872  0.508
H 0.583 -0.395 -4.913  0.484
H -1.929 -0.744 -3.945  0.590
C -0.519 -2.937 0.376  -1.035
H 0.173 -3.119 -0.442  0.513
C 0.086 -1.960 1.404  -0.508
H 0.704 -2.519 2.118  0.320
H 0.722 -1.235 0.897  0.324
H -0.746 -3.899 0.851  0.358
H -3.532 -1.640 0.639  0.458
H -3.281 -3.364 0.975  0.331
H -1.844 -2.963 2.807  0.373
H -2.847 -1.513 2.917  0.388
H -1.924 0.550 2.381  0.556
H -1.679 0.126 0.672  0.223
H 0.321 0.786 3.745  0.469
H 2.376 2.177 3.745  0.383
H 3.245 3.069 1.649  0.427

The calculation puts the total energy at -30191.6098 eV. The calculation puts the energy above the lowest of the compared OMol25 structures with the same formula, charge and spin at 90.4 kcal per mole. The structure (SMILES) is COc1cccc(CN2CCN(C(=O)c3ccco3)CC2)c1OC. As for the HOMO energy: -8.1 eV. The calculation puts the LUMO energy at 0.0270 Eh.

# 5
A cluster of 4 separate species, C26H50I2N2O15S3 in total. Source: the OMol25 dataset; level of theory: ωB97M-V with the def2-TZVPD basis set.

Each line ends with the Mulliken charge.
Atoms and positions in Å:
C 0.171 5.890 -1.233  -0.899
C 1.033 4.972 -0.379  -0.401
I 1.590 6.039 1.427  0.128
C 0.352 3.636 0.013  -1.234
I -1.203 4.075 1.437  0.238
C -0.233 2.924 -1.226  -1.402
C 0.832 2.478 -2.317  0.710
N 2.211 2.830 -1.946  -0.443
C 0.498 2.969 -3.734  -1.884
C 0.881 1.967 -4.836  0.063
C 1.367 2.678 -6.101  -0.999
C 2.862 3.060 -6.066  -0.586
O 3.653 2.303 -5.156  -0.504
O 0.884 1.035 -2.283  -0.119
C 0.243 0.626 -1.172  -0.687
O 0.612 -0.248 -0.448  -0.598
C -0.960 1.550 -1.025  2.788
C -1.935 1.217 -2.143  -1.430
C -2.397 -0.259 -2.172  -1.196
C -1.739 -1.121 -3.268  -0.688
C -0.718 -2.146 -2.772  -0.620
O 0.574 -1.870 -3.372  -0.431
C 1.631 -2.254 -2.624  0.107
O 1.784 -3.359 -2.182  -0.530
O -1.510 1.203 0.262  -0.497
C -2.770 1.459 0.424  0.644
N -3.906 1.633 0.534  -0.595
H -0.877 5.836 -0.942  0.242
H 0.232 5.630 -2.291  0.077
H 0.479 6.923 -1.105  0.511
H 1.997 4.776 -0.812  0.672
H 1.110 3.016 0.485  0.589
H -0.961 3.590 -1.690  0.818
H 2.812 2.191 -2.457  0.310
H 2.441 3.753 -2.289  0.342
H 0.966 3.938 -3.896  0.710
H -0.578 3.140 -3.802  0.494
H -0.011 1.401 -5.105  0.080
H 1.609 1.250 -4.477  0.170
H 0.798 3.601 -6.222  0.364
H 1.155 2.055 -6.970  0.427
H 3.277 2.962 -7.071  0.356
H 2.982 4.098 -5.763  0.331
H 3.612 1.378 -5.419  0.312
H -2.800 1.880 -2.074  0.843
H -1.465 1.437 -3.097  0.437
H -2.262 -0.720 -1.194  0.575
H -3.467 -0.232 -2.363  0.482
H -1.287 -0.510 -4.046  0.271
H -2.536 -1.701 -3.731  0.376
H -1.017 -3.147 -3.076  0.655
H -0.641 -2.150 -1.686  0.201
H 2.352 -1.446 -2.460  0.400
O -4.927 -5.378 -2.512  -0.678
S -3.742 -5.582 -3.286  1.265
O -3.148 -4.474 -3.971  -0.548
O -3.998 -6.763 -4.314  -0.280
C -5.152 -6.664 -5.181  -0.390
C -4.969 -5.660 -6.300  -0.945
C -2.512 -6.383 -2.319  -0.985
H -6.032 -6.441 -4.577  0.340
H -5.273 -7.667 -5.584  0.272
H -4.894 -4.644 -5.918  0.275
H -5.822 -5.709 -6.976  0.385
H -4.059 -5.873 -6.861  0.262
H -2.959 -7.236 -1.816  0.359
H -2.160 -5.652 -1.593  0.365
H -1.698 -6.687 -2.970  0.321
O 4.257 1.536 3.905  -0.660
S 3.839 0.238 4.344  1.257
O 4.722 -0.876 4.189  -0.643
O 2.440 -0.097 3.669  -0.262
C 2.343 0.014 2.230  -0.248
C 3.026 -1.116 1.489  -0.907
C 3.272 0.307 6.004  -0.971
H 2.733 0.987 1.923  0.350
H 1.275 0.006 2.026  0.118
H 4.105 -1.099 1.639  0.399
H 2.824 -1.022 0.424  0.209
H 2.660 -2.082 1.835  0.281
H 2.583 1.141 6.111  0.337
H 4.147 0.454 6.633  0.446
H 2.788 -0.632 6.254  0.285
O 1.347 -1.040 8.332  -0.636
S 0.107 -0.420 8.697  1.307
O -0.108 0.963 8.408  -0.624
O -0.163 -0.697 10.235  -0.309
C 0.868 -0.318 11.178  -0.344
C 0.944 1.178 11.405  -0.974
C -1.233 -1.359 8.056  -0.980
H 1.823 -0.725 10.845  0.326
H 0.593 -0.830 12.098  0.277
H 1.264 1.704 10.508  0.300
H 1.659 1.390 12.200  0.383
H -0.031 1.572 11.692  0.263
H -1.076 -2.407 8.292  0.318
H -1.234 -1.204 6.979  0.373
H -2.157 -0.989 8.491  0.333

The calculation puts the total energy at -110169.7900 eV. As for the HOMO energy: -8.6 eV. The calculation puts the LUMO energy at 0.0068 Eh.